Entry 1:
ORCA calculation (wB97M-V/def2-TZVPD) on C6H12N4O3 as an isolated structure in a non-equilibrium geometry.

Positions of all 25 atoms, in Å:
C (5.97949, -1.42124, 0.48098)
H (6.98720, -1.57605, 0.83496)
H (4.87038, 1.50959, 1.52663)
O (2.44585, 1.02338, 0.54280)
H (3.87318, 2.16057, -0.91617)
N (2.50007, -0.05092, 0.00905)
H (-10.30587, -1.35313, 0.10542)
C (5.23637, -2.37629, -0.19933)
N (5.33324, -0.30628, 0.70880)
H (5.55226, -3.36390, -0.47602)
N (4.01044, -1.91480, -0.50647)
H (-10.70639, 0.97990, 0.27447)
H (-12.38420, 0.76656, -0.10735)
C (5.72136, 1.72980, -0.47698)
H (-12.10674, -1.57792, -0.30522)
C (3.74889, -0.67108, -0.17492)
H (5.93610, 2.78741, -0.32220)
N (-11.46701, 0.33545, 0.04055)
H (6.52739, 1.27224, -1.05614)
H (6.61820, 1.11930, 1.43252)
O (1.59194, -0.71803, -0.43245)
C (-11.28559, -0.90904, -0.05619)
C (5.65361, 1.03682, 0.92678)
O (4.54538, 1.51612, -1.18220)
H (3.30731, -2.48085, -0.98349)

Orbital gap ... 0.2891 Eh
2S+1 ... 1
ΔE to the lowest compared entry with this formula, charge and spin ... 7.3 kJ/mol
Total charge ... +2



Entry 2:
ORCA calculation (wB97M-V/def2-TZVPD) on one molecule with the formula C4H5Cl4O2P in a non-equilibrium geometry.

Positions of all 16 atoms, in Å:
O (-1.44019, 1.28648, 1.81884)
Cl (-1.30484, 2.50886, -0.85170)
Cl (-3.43779, 0.40269, 0.09649)
H (1.56468, -0.10162, 1.25884)
P (-1.58972, 1.00055, 0.41573)
H (1.64089, -1.01543, -1.08520)
H (2.78574, 0.92388, 0.52978)
C (-0.35852, -0.45769, -0.49232)
H (0.98820, 0.72096, -1.53711)
Cl (-1.12763, -0.67014, -2.11827)
C (-0.71379, -1.70215, 0.33408)
C (1.77067, 0.53263, 0.49155)
C (1.04867, -0.10297, -0.70805)
O (-1.54467, -1.78024, 1.19462)
H (1.30225, 1.43654, 0.58234)
Cl (0.41604, -2.98233, 0.07038)

Orbital gap ... 0.3829 Eh
2S+1 ... 1
SMILES string ... CC[C@@](Cl)(C(=O)Cl)P(=O)(Cl)Cl
ΔE to the lowest compared entry with this formula, charge and spin ... 52.5 kJ/mol